C4H6N2O as an isolated structure at a distorted geometry, computed with wB97M-V/def2-TZVPD.

Calculated values
highest occupied orbital energy = -8.46 eV
energy relative to the best compared isomer or geometry (same formula, charge and spin) = 146.9 kcal per mole
total charge = 0
LUMO = 0.11 eV
largest force on an atom = 0.1387 Eh/bohr

Last column: Löwdin charge in e.
Cartesian coordinates (Å):
1 C -0.54 1.42 0.20  -0.1686
2 C 1.16 0.44 -0.54  -0.2951
3 C 1.31 -0.76 0.52  -0.0460
4 C 0.11 -0.69 -0.48  -0.1986
5 H -2.57 -1.02 0.57  0.2714
6 H -1.28 2.19 0.64  0.1472
7 H 1.98 0.66 -1.32  0.1513
8 H 1.85 -1.68 0.29  0.0780
9 H 1.06 -0.88 1.62  0.1143
10 H -0.26 -1.42 -1.28  0.1586
11 N -1.03 0.10 0.04  -0.1672
12 N 0.72 1.67 -0.05  0.0594
13 O -2.50 -0.03 -0.20  -0.1046

A 2-piece molecular cluster, C4H6N2O overall at a distorted geometry, computed with wB97M-V/def2-TZVPD.

Calculated values
highest occupied orbital energy = -8.36 eV
energy relative to the best compared isomer or geometry (same formula, charge and spin) = 141.1 kcal per mole
total charge = 0
LUMO = -0.22 eV
largest force on an atom = 0.0935 Eh/bohr

Last column: Löwdin charge in e.
Cartesian coordinates (Å):
1 C -0.43 0.55 2.28  -0.0520
2 O 0.29 1.05 1.15  -0.0462
3 C 0.19 0.41 -0.01  -0.4497
4 C 0.86 0.89 -1.21  -0.0452
5 N 0.85 -0.36 -1.93  -0.0513
6 C 0.00 -1.21 -1.34  -0.2503
7 N -0.45 -0.77 -0.17  0.1128
8 H -1.47 0.35 2.00  0.0877
9 H -0.38 1.33 3.04  0.0923
10 H 0.03 -0.37 2.66  0.0932
11 H -0.51 0.60 -1.84  0.2589
12 H 1.31 -0.36 -2.82  0.1360
13 H -0.30 -2.11 -1.81  0.1139

One molecule with the formula C4H6N2O at a distorted geometry, computed with wB97M-V/def2-TZVPD.

Calculated values
highest occupied orbital energy = -10.36 eV
energy relative to the best compared isomer or geometry (same formula, charge and spin) = 60.5 kcal per mole
total charge = 0
LUMO = 0.77 eV
largest force on an atom = 0.0534 Eh/bohr
SMILES = [H]/N=C/OCCC#N

Last column: Löwdin charge in e.
Cartesian coordinates (Å):
1 N 0.01 -1.92 -0.19  0.0825
2 C 1.20 -1.54 -0.40  -0.3596
3 O 1.39 -0.25 -0.64  -0.0586
4 C -0.17 0.43 -0.68  -0.0526
5 C -0.21 1.02 0.70  -0.1919
6 C -1.34 1.94 0.85  -0.2199
7 N -2.24 2.66 0.93  0.1461
8 H -0.06 -2.91 -0.08  0.0451
9 H 2.04 -2.20 -0.43  0.1264
10 H -1.14 -0.07 -0.94  0.1279
11 H 0.13 1.09 -1.46  0.1041
12 H -0.32 0.22 1.44  0.1245
13 H 0.72 1.54 0.89  0.1260

One molecule with the formula C4H6N2O at a distorted geometry, computed with wB97M-V/def2-TZVPD.

Calculated values
highest occupied orbital energy = -10.01 eV
energy relative to the best compared isomer or geometry (same formula, charge and spin) = 55.3 kcal per mole
total charge = 0
LUMO = 0.92 eV
largest force on an atom = 0.0702 Eh/bohr
SMILES = [H]/N=C1/OC[C@H]2CN12

Last column: Löwdin charge in e.
Cartesian coordinates (Å):
1 C 0.76 0.18 -0.52  -0.4837
2 C -1.10 -1.00 -0.50  -0.1084
3 C -1.28 0.13 0.53  -0.1948
4 C -0.33 0.31 1.63  -0.0816
5 H 2.11 1.50 -0.64  0.0688
6 H -1.61 -0.76 -1.38  0.1095
7 H -1.44 -1.96 -0.08  0.1374
8 H -2.23 0.62 0.63  0.1305
9 H -0.50 1.03 2.43  0.1170
10 H 0.42 -0.37 1.92  0.1065
11 N 1.88 0.55 -1.02  0.1552
12 N -0.09 1.00 0.35  0.0326
13 O 0.30 -1.08 -0.63  0.0110

A 2-piece molecular cluster, C4H6N2O overall, computed with wB97M-V/def2-TZVPD.

Calculated values
highest occupied orbital energy = -9.39 eV
energy relative to the best compared isomer or geometry (same formula, charge and spin) = 46.1 kcal per mole
total charge = 0
LUMO = 0.60 eV
largest force on an atom = 0.0107 Eh/bohr
SMILES = c1cn[nH]c1.C=O

Last column: Löwdin charge in e.
Cartesian coordinates (Å):
1 C -2.38 -1.74 0.05  -0.1288
2 O -1.55 -2.52 0.46  -0.0210
3 C 1.20 1.99 -0.01  -0.1855
4 N 1.98 1.40 -0.90  0.0139
5 N 1.68 0.10 -0.78  -0.0461
6 C 0.74 -0.16 0.17  -0.1240
7 C 0.40 1.07 0.70  -0.0925
8 H -3.44 -2.02 -0.02  0.0823
9 H -2.11 -0.72 -0.27  0.0759
10 H 1.24 3.07 0.10  0.0959
11 H 2.16 -0.57 -1.36  0.1480
12 H 0.39 -1.16 0.37  0.0937
13 H -0.32 1.26 1.48  0.0882

A 2-piece molecular cluster, C4H6N2O overall at a distorted geometry, computed with wB97M-V/def2-TZVPD.

Calculated values
highest occupied orbital energy = -7.84 eV
energy relative to the best compared isomer or geometry (same formula, charge and spin) = 93.3 kcal per mole
total charge = 0
LUMO = 0.90 eV
largest force on an atom = 0.0684 Eh/bohr
SMILES = N=C=CN.C=C=O

Last column: Löwdin charge in e.
Cartesian coordinates (Å):
1 C -1.16 -0.10 0.04  -0.2437
2 C -0.49 -1.16 0.35  -0.2437
3 C 1.91 0.53 0.34  -0.2978
4 C 2.41 0.56 -0.87  -0.0017
5 N -1.19 1.15 0.67  0.0229
6 N 0.22 -2.11 0.52  0.1499
7 O 1.49 0.47 1.45  0.1022
8 H -1.94 -0.26 -0.71  0.1181
9 H 2.03 1.43 -1.61  0.1296
10 H -0.46 1.26 1.44  0.0977
11 H 3.04 -0.26 -1.23  0.0639
12 H -2.08 1.23 1.04  0.0318
13 H -0.26 -2.94 0.84  0.0709

C4H6N2O as an isolated structure at a distorted geometry, computed with wB97M-V/def2-TZVPD.

Calculated values
highest occupied orbital energy = -5.87 eV
energy relative to the best compared isomer or geometry (same formula, charge and spin) = 108.3 kcal per mole
total charge = 0
LUMO = 0.46 eV
largest force on an atom = 0.0794 Eh/bohr

Last column: Löwdin charge in e.
Cartesian coordinates (Å):
1 N 0.71 -1.38 -0.07  0.0626
2 C 0.09 -0.73 0.96  -0.3630
3 C 0.02 0.84 -0.49  -0.3787
4 N -0.20 1.96 -1.24  0.1316
5 C -0.07 -0.51 -1.00  -0.1666
6 C 0.22 0.71 0.87  -0.0186
7 O -0.48 -1.35 2.02  0.1347
8 H -0.31 -2.30 1.98  0.1212
9 H 0.54 -2.37 -0.17  0.1234
10 H 0.13 2.84 -0.88  0.0981
11 H -0.13 1.84 -2.24  0.0951
12 H -0.99 -0.94 -1.38  0.0683
13 H 0.46 1.41 1.65  0.0921

A 2-piece molecular cluster, C4H6N2O overall at a distorted geometry, computed with wB97M-V/def2-TZVPD.

Calculated values
highest occupied orbital energy = -9.38 eV
energy relative to the best compared isomer or geometry (same formula, charge and spin) = 98.5 kcal per mole
total charge = 0
LUMO = 1.04 eV
largest force on an atom = 0.0272 Eh/bohr

Last column: Löwdin charge in e.
Cartesian coordinates (Å):
1 C -1.07 0.38 -0.53  0.0116
2 C 1.36 1.62 0.08  -0.4097
3 C -2.24 0.35 0.45  -0.1791
4 C 2.37 -0.62 -0.21  -0.1129
5 N -2.00 1.25 -0.63  -0.0095
6 N 2.17 0.78 -0.10  0.0637
7 O 0.77 2.61 0.25  0.1156
8 H -3.04 -0.37 0.31  0.0750
9 H -2.12 0.72 1.46  0.0792
10 H 2.32 -1.08 0.78  0.0822
11 H 1.62 -1.07 -0.86  0.0703
12 H 3.37 -0.77 -0.62  0.0752
13 H -2.35 2.09 -1.04  0.1383

One molecule with the formula C4H6N2O at a distorted geometry, computed with wB97M-V/def2-TZVPD.

Calculated values
highest occupied orbital energy = -8.83 eV
energy relative to the best compared isomer or geometry (same formula, charge and spin) = 132.1 kcal per mole
total charge = 0
LUMO = -0.25 eV
largest force on an atom = 0.1614 Eh/bohr
SMILES = [H]/N=C(\C=O)NC=C

Last column: Löwdin charge in e.
Cartesian coordinates (Å):
1 C 1.49 1.18 -0.33  0.0293
2 C 1.95 -0.23 0.04  -0.0479
3 C -0.45 -0.79 0.03  -0.3498
4 C -0.69 0.74 0.46  -0.1674
5 H 2.42 1.68 -0.82  0.0887
6 H 0.42 1.38 -0.49  0.0110
7 H 2.99 -0.52 0.34  0.1210
8 H 1.01 -1.98 0.07  0.0946
9 H -2.23 -0.90 -0.51  0.0032
10 H -0.18 1.14 1.31  0.1112
11 N 0.83 -1.07 0.18  0.0162
12 N -1.53 -1.52 -0.27  0.1499
13 O -1.66 1.50 -0.05  -0.0600